No. 1
# H24NeO12

A molecular structure, H24NeO12 at a distorted geometry (ωB97M-V with the def2-TZVPD basis set, OMol25).

Output
- relative energy (zero: lowest compared OMol25 entry of this formula, charge and spin) (kcal/mol) = 14.5
- molar mass (g mol⁻¹) = 236.4
- frontier orbital gap (eV) = 10.589
- E_tot (hartree) = -1046.23837
- F_max (eV/A) = 1.2

```
37
Properties=species:S:1:pos:R:3:forces:R:3:lowdin_charge:R:1
Ne -0.404 -0.130 0.094 0.081 -0.018 -0.136 0.04
O -1.347 0.210 2.669 0.348 0.096 0.314 -0.05
H -1.804 0.973 2.315 -0.047 0.273 0.010 0.04
H -1.720 -0.534 2.196 -0.351 -0.480 -0.188 -0.01
O 3.533 0.503 0.493 0.465 -0.539 0.650 -0.07
H 3.061 -0.329 0.527 -0.046 -0.184 0.010 0.01
H 3.012 1.051 -0.093 -0.290 0.540 -0.532 -0.04
O 0.881 2.374 2.875 -0.297 0.599 -0.278 -0.05
H 1.825 2.530 2.856 0.270 0.006 0.025 0.05
H 0.797 1.425 2.972 -0.055 -0.474 0.222 -0.01
O -0.273 -0.454 -3.132 -1.122 0.496 0.015 -0.05
H -0.003 0.371 -2.729 0.053 0.227 0.144 0.02
H 0.514 -0.999 -3.111 0.738 -0.581 -0.019 -0.02
O -2.862 -1.381 -1.724 -0.361 0.048 0.549 -0.04
H -2.080 -1.100 -2.199 0.888 0.052 -0.414 0.00
H -3.591 -1.016 -2.226 -0.281 -0.045 -0.139 0.05
O 1.761 -0.251 4.115 -0.086 0.160 0.063 -0.04
H 2.664 -0.478 3.893 0.324 0.013 -0.058 0.04
H 1.229 -0.864 3.608 -0.300 -0.176 -0.075 0.03
O -3.227 -1.903 1.271 0.310 0.004 0.484 -0.05
H -3.956 -1.297 1.402 -0.256 0.090 0.091 0.04
H -3.067 -1.885 0.327 0.076 0.034 -0.691 -0.01
O -0.129 3.549 0.384 0.252 0.205 -0.467 -0.05
H 0.050 3.293 1.289 0.331 -0.237 0.762 0.00
H -0.908 3.048 0.142 -0.329 -0.112 -0.409 0.00
O -2.209 2.111 -1.344 0.092 0.142 0.226 -0.03
H -2.298 2.142 -2.297 -0.011 0.136 -0.265 0.05
H -2.368 1.194 -1.119 -0.068 -0.420 0.093 0.01
O 2.225 2.310 -1.042 0.307 -0.223 -0.319 -0.04
H 1.564 2.749 -0.506 -0.719 0.455 0.481 0.01
H 1.884 2.363 -1.935 0.053 0.030 -0.210 0.05
O 1.737 -2.245 -2.851 0.307 0.365 -0.620 -0.05
H 2.668 -2.446 -2.753 0.227 0.139 -0.090 0.06
H 1.298 -2.843 -2.246 -0.304 -0.325 0.544 -0.02
O 0.746 -3.796 -0.933 -0.023 -0.233 0.130 -0.02
H 0.355 -4.646 -1.137 -0.108 -0.281 -0.139 0.07
H 0.441 -3.598 -0.048 -0.066 0.218 0.235 0.06
```
Positions in Å, forces in eV/Å.

---

No. 2
# H24O12

12 unconnected molecules or ions with the total composition H24O12 at a distorted geometry (ωB97M-V with the def2-TZVPD basis set, OMol25).

Output
- net charge = -1
- relative energy (zero: lowest compared OMol25 entry of this formula, charge and spin) (kcal/mol) = 19.3
- 2S+1 = 2
- molar mass (g mol⁻¹) = 216.2
- frontier orbital gap (alpha / beta) (eV) = 3.021 / 10.211
- E_tot (hartree) = -917.26282
- F_max (eV/A) = 1.8

```
36
Properties=species:S:1:pos:R:3:forces:R:3:lowdin_charge:R:1
O 0.615 -0.046 0.648 0.100 -0.112 0.787 -0.06
H 0.951 -0.227 -0.230 0.149 0.175 -0.440 0.01
H -0.187 0.455 0.499 -0.396 0.573 -0.170 0.04
O -2.950 -1.122 -0.025 -0.082 -0.903 0.354 -0.08
H -3.430 -1.360 -0.819 -0.084 0.089 -0.158 0.02
H -2.677 -0.217 -0.172 -0.036 0.536 -0.239 -0.04
O -2.427 1.279 -1.146 -0.247 0.082 0.187 -0.10
H -1.970 1.192 -1.983 0.403 -0.324 -0.491 0.01
H -2.343 2.206 -0.922 -0.001 0.364 0.218 0.01
O -3.141 2.060 2.165 -0.619 -0.413 0.371 -0.09
H -2.322 2.017 1.671 0.363 0.244 -0.176 -0.04
H -3.303 2.997 2.278 0.124 0.190 -0.060 0.01
O -0.536 -0.149 -2.860 -1.387 -0.014 -0.300 -0.10
H -0.257 -0.230 -3.772 0.104 0.023 -0.263 0.05
H 0.176 0.326 -2.432 0.685 0.084 0.274 -0.03
O 1.805 -3.451 -0.164 1.096 -0.645 1.240 -0.08
H 1.614 -2.974 -0.971 -0.289 0.181 -0.311 -0.06
H 1.005 -3.373 0.356 -0.430 0.053 0.342 0.01
O 1.720 0.677 -1.669 0.048 -0.283 -0.299 -0.15
H 2.574 0.368 -1.369 0.535 -0.276 0.056 0.06
H 1.860 1.598 -1.888 -0.044 0.916 0.012 0.01
O -0.920 3.236 0.834 -0.171 -0.702 0.211 -0.17
H -0.320 3.763 1.361 0.425 0.232 0.290 0.01
H -1.159 3.805 0.102 -0.017 0.445 -0.629 -0.02
O -0.567 -2.157 1.681 -0.321 -1.166 0.360 -0.07
H -0.152 -1.381 1.305 0.309 0.541 -0.288 -0.05
H -0.452 -2.057 2.626 0.020 -0.069 0.208 0.03
O 0.809 -2.341 -2.158 0.194 -0.044 -0.828 -0.05
H 0.762 -2.936 -2.906 0.060 -0.192 -0.195 0.07
H -0.089 -2.030 -2.041 -0.435 0.533 0.062 0.04
O 3.020 -1.553 2.115 0.339 -0.077 0.238 -0.07
H 2.718 -2.086 1.380 -0.197 -0.479 -0.417 -0.01
H 2.299 -0.945 2.283 -0.038 0.247 0.074 -0.01
O 2.520 1.345 2.392 0.243 0.158 0.492 -0.08
H 2.807 2.229 2.161 0.061 0.217 -0.042 0.02
H 1.949 1.083 1.670 -0.463 -0.188 -0.467 -0.02
```
Positions in Å, forces in eV/Å.